The following is a quantum chemistry calculation of C42H35BaBrN11O3S2 as an isolated structure in a non-equilibrium geometry, from OMol25.

Last column: Mulliken charge in e.
Positions of all 95 atoms, in Å:
Ba  -0.21544  0.23397  -0.68838  1.722
C  0.90298  -4.07299  -5.08063  -0.590
C  -0.48715  -4.18116  -5.05866  -0.703
C  -1.23541  -3.40476  -4.19441  -0.547
C  -0.59117  -2.51385  -3.33578  -0.710
C  0.79295  -2.43206  -3.33484  0.747
C  1.54151  -3.19931  -4.21490  -0.761
N  -1.27128  -1.63713  -2.42105  1.613
N  -2.49426  -1.65501  -2.55037  -0.769
C  -3.31445  -0.89465  -1.65987  -0.430
C  -4.67336  -1.00011  -1.89510  -0.413
C  -5.55793  -0.36320  -1.03562  -0.662
C  -5.04991  0.34397  0.03729  -0.910
C  -3.67060  0.40647  0.19168  -0.633
N  -2.81759  -0.17938  -0.64777  0.723
H  1.48355  -4.67627  -5.76806  0.434
H  -0.98558  -4.87402  -5.72451  0.401
H  -2.31378  -3.47869  -4.16992  0.487
H  1.28112  -1.76918  -2.63401  0.175
H  2.62193  -3.11467  -4.22265  0.466
H  -5.00948  -1.58640  -2.74000  0.582
H  -6.62583  -0.43163  -1.19777  0.408
H  -5.69868  0.83729  0.74847  0.501
H  -3.22548  0.93929  1.02603  0.573
Br  0.76255  -2.34333  8.74761  -0.193
C  0.79037  -0.59095  8.03168  0.001
C  1.76764  0.29982  8.42844  -0.416
C  1.77293  1.58570  7.89913  -0.359
C  0.83778  1.96372  6.95010  0.096
C  -0.15583  1.05707  6.57429  -0.119
C  -0.18707  -0.21246  7.12219  -0.483
N  0.80712  3.34854  6.54022  -0.597
N  0.61321  3.71394  5.36175  -0.242
C  0.86723  2.88883  4.22080  0.090
C  1.92253  2.01802  4.09184  -0.473
C  2.12757  1.27199  2.92927  -0.838
C  1.25812  1.33791  1.84897  -0.080
O  1.37134  0.57113  0.79672  -0.663
C  0.17866  2.29767  1.94106  -0.097
N  -0.67919  2.39295  0.87477  0.256
C  -1.67896  3.24193  0.95506  -0.207
C  -1.92451  4.05635  2.07310  -1.224
C  -1.08639  3.96899  3.14532  -0.784
C  0.01025  3.07700  3.10748  1.208
H  2.51390  0.00230  9.15328  0.420
H  2.52443  2.30319  8.20700  0.432
H  -0.91921  1.35792  5.86849  0.397
H  -0.96974  -0.90916  6.84838  0.529
H  2.63163  1.93363  4.90356  0.463
H  2.97048  0.59448  2.84799  0.463
H  -2.33610  3.30740  0.09103  0.362
H  -2.76843  4.73263  2.07225  0.452
H  -1.23642  4.57063  4.03240  0.496
S  1.86411  3.56714  -7.90993  0.162
N  2.69547  2.55130  -6.97715  -0.653
C  1.96028  2.35243  -5.89806  0.869
C  2.33485  1.53288  -4.75514  0.289
C  3.56052  0.87107  -4.66755  -0.627
C  3.87491  0.19126  -3.51264  -1.144
C  2.94361  0.18501  -2.47813  -0.353
N  1.75401  0.76156  -2.56711  0.191
C  1.44262  1.44019  -3.68495  -0.516
C  0.11742  2.10457  -3.74351  -0.436
N  -0.74531  1.88142  -2.73356  0.740
C  -1.92391  2.49004  -2.75523  -0.415
C  -2.31317  3.37461  -3.75719  -1.232
C  -1.44589  3.59606  -4.80100  -0.606
C  -0.21498  2.93877  -4.81260  0.203
C  0.73314  3.06462  -5.91007  0.927
N  0.55660  3.79301  -6.99766  -0.666
H  4.24699  0.92305  -5.50382  0.553
H  4.82318  -0.31597  -3.39621  0.511
H  3.16206  -0.30664  -1.53203  0.625
H  -2.60226  2.25460  -1.93840  0.540
H  -3.27821  3.86049  -3.71034  0.486
H  -1.69531  4.26083  -5.61924  0.542
N  -0.87104  -3.69198  2.87051  -0.594
C  -1.13503  -2.36252  3.41150  -0.363
C  -1.17561  -1.33011  2.29504  0.445
O  -1.40561  -0.15994  2.45412  -0.445
O  -0.95126  -1.86068  1.08536  -0.208
H  -1.62205  -4.33932  3.05775  0.203
H  -0.01163  -4.08880  3.22112  0.229
H  -0.78207  -2.81788  1.27389  0.281
H  -0.36289  -2.03926  4.10909  0.275
H  -2.08657  -2.30753  3.93659  0.388
C  3.58960  -2.86295  0.05408  -1.026
S  1.81590  -3.08641  0.28196  0.371
C  1.58327  -4.56746  -0.72690  -0.994
H  4.14614  -3.68818  0.49496  0.428
H  3.85954  -1.93562  0.55979  0.270
H  3.82734  -2.78374  -1.00823  0.223
H  2.07047  -4.44492  -1.69315  0.220
H  0.51178  -4.69146  -0.88883  0.271
H  1.97650  -5.44786  -0.22047  0.440

Cartesian forces (eV/Å) of the 6 atoms listed first:
Ba -0.4 -0.8 -0.8
C -0.1 0.0 0.0
C 0.1 0.0 0.0
C -0.2 0.1 0.1
C 0.1 0.1 -0.1
C 0.0 0.1 0.1

Output
multiplicity	1
charge	+1

The following is a quantum chemistry calculation of a 16-piece molecular cluster, C48H64O48 overall in a non-equilibrium geometry, from OMol25.

Last column: Mulliken charge in e.
Positions of all 160 atoms, in Å:
C  7.45524  1.51543  -3.81099  -0.057
C  7.43069  1.64391  -2.30572  0.532
O  7.64753  0.31711  -1.86647  -0.330
C  7.41119  -0.57360  -2.84506  0.790
O  7.41232  -1.75789  -2.68892  -0.560
O  7.11438  0.07057  -4.01328  -0.339
H  8.47080  1.65393  -4.34932  0.221
H  6.80844  2.15976  -4.39207  -0.121
H  6.37544  1.97791  -1.96218  -0.390
H  8.30592  2.19652  -1.92767  0.339
C  -5.51755  0.72518  -0.24118  0.438
C  -6.84264  0.44060  0.46688  0.324
O  -6.75004  1.44989  1.57091  -0.355
C  -5.66666  2.19228  1.44972  0.421
O  -5.38253  3.09709  2.20598  -0.581
O  -4.97437  1.93520  0.39997  -0.174
H  -5.46605  0.90511  -1.31295  0.416
H  -4.78904  -0.10459  -0.11248  -0.502
H  -6.84180  -0.47824  0.98829  -0.268
H  -7.70032  0.64201  -0.14179  0.363
C  -2.29364  -0.73138  2.16586  1.448
C  -3.46699  -0.21868  2.99087  2.359
O  -3.21083  -0.77521  4.28276  -0.399
C  -2.22602  -1.75034  4.23724  0.545
O  -1.81341  -2.39774  5.15470  -0.621
O  -1.71595  -1.74664  2.98142  -0.116
H  -1.55174  0.02056  2.01808  -0.670
H  -2.64056  -1.17373  1.22669  -1.079
H  -4.44064  -0.64778  2.59325  -0.939
H  -3.47548  0.86955  3.04115  -0.647
C  -4.05693  4.12231  4.99952  -0.326
C  -4.11125  5.15884  3.89453  -0.297
O  -2.98936  4.79661  3.09564  -0.406
C  -2.52153  3.60893  3.42920  0.290
O  -1.63704  2.98686  2.88854  -0.076
O  -3.18155  3.05882  4.50287  -0.434
H  -5.04313  3.65620  5.27380  0.238
H  -3.67532  4.44624  5.93853  0.304
H  -3.97401  6.21871  4.03700  0.366
H  -4.99265  5.00101  3.24650  0.162
C  4.74629  3.07292  1.51146  -0.499
C  4.18443  4.26787  0.75408  -0.329
O  3.99655  3.77260  -0.61988  -0.345
C  4.06177  2.39700  -0.58055  -0.367
O  3.80049  1.67480  -1.45871  0.309
O  4.45066  1.98064  0.61800  -0.050
H  4.27846  2.78878  2.47650  0.091
H  5.80544  3.05606  1.67989  0.469
H  4.75237  5.19226  0.71938  0.455
H  3.16892  4.51520  1.14422  0.019
C  1.74758  -5.44532  3.41916  -0.401
C  1.48871  -5.18619  1.92609  0.358
O  2.66293  -4.49791  1.48411  -0.298
C  3.54422  -4.39934  2.49163  0.611
O  4.60207  -3.82486  2.48182  -0.561
O  3.11440  -5.12330  3.54577  -0.369
H  1.66932  -6.48807  3.67763  0.309
H  1.17056  -4.77734  4.13202  0.206
H  0.62766  -4.52408  1.83858  -0.252
H  1.37509  -6.06034  1.33511  0.414
C  3.27511  4.29154  -4.15357  0.038
C  2.66202  3.03732  -4.69848  0.325
O  3.62180  2.63937  -5.74264  -0.395
C  4.76987  3.28044  -5.54009  0.669
O  5.75205  3.00357  -6.23243  -0.630
O  4.60288  4.26817  -4.63564  -0.382
H  3.32461  4.36813  -3.08323  0.007
H  2.79675  5.20125  -4.48326  0.228
H  1.74539  3.11907  -5.21409  0.528
H  2.68959  2.27544  -3.90903  -0.232
C  -7.86091  -1.03481  3.72384  0.128
C  -6.55195  -0.56815  4.25385  1.179
O  -6.92548  -0.06523  5.50953  -0.417
C  -8.13461  -0.54981  5.88762  0.471
O  -8.67061  -0.42815  6.93249  -0.533
O  -8.65626  -1.28954  4.85531  -0.380
H  -7.68719  -1.99788  3.27195  0.260
H  -8.37906  -0.26493  3.03490  0.087
H  -6.06043  0.20240  3.58980  -0.694
H  -5.78043  -1.33458  4.38374  -0.026
C  6.14673  -0.95952  1.78361  -0.797
C  5.56233  -0.79609  0.34576  0.454
O  4.18493  -0.76125  0.67687  0.314
C  3.97188  -0.51572  1.99026  -0.007
O  2.87214  -0.37919  2.50639  -0.361
O  5.12597  -0.43986  2.69141  -0.396
H  7.05202  -0.45673  2.10050  0.358
H  6.23681  -2.01551  2.04463  0.294
H  5.77457  -1.58266  -0.33732  0.589
H  5.89458  0.09423  -0.18871  -0.574
C  4.05723  -0.36241  -4.09437  0.323
C  4.37390  -0.69427  -5.56268  -0.321
O  3.23017  -1.48263  -5.99434  -0.420
C  2.25665  -1.40859  -5.07992  0.327
O  1.21834  -2.07092  -5.07512  -0.586
O  2.63420  -0.55544  -4.11098  0.365
H  4.15385  0.70679  -3.90331  -0.561
H  4.58450  -0.91179  -3.38508  0.421
H  5.27374  -1.24968  -5.67897  0.387
H  4.47408  0.23936  -6.19839  0.102
C  1.49992  1.94268  4.56810  -0.682
C  0.33826  1.04219  4.26688  -0.133
O  0.42327  0.97393  2.77616  1.059
C  1.28296  1.86718  2.32254  -0.060
O  1.48660  2.20970  1.20630  -0.200
O  1.88052  2.49918  3.36536  -0.485
H  2.46503  1.49628  4.94204  0.247
H  1.35231  2.68869  5.41146  0.334
H  -0.56922  1.62123  4.44880  -0.113
H  0.31832  0.10485  4.79495  0.512
C  0.66544  -4.14569  -2.95605  0.070
C  -0.77347  -3.76158  -3.21886  0.639
O  -1.45973  -4.36460  -2.11605  -0.280
C  -0.54892  -4.98976  -1.25942  0.689
O  -0.83558  -5.59578  -0.26502  -0.566
O  0.68858  -4.86948  -1.70987  -0.384
H  1.28945  -3.22828  -2.86904  -0.335
H  1.11759  -4.79872  -3.63779  0.485
H  -1.19373  -4.14605  -4.17146  0.528
H  -0.89928  -2.69058  -3.22524  -0.744
C  -0.72959  3.87835  -0.15009  -0.163
C  -0.99455  2.39849  -0.50521  0.833
O  -0.43299  2.20381  -1.80326  0.252
C  0.16518  3.37748  -2.15352  0.184
O  0.69184  3.57974  -3.19232  -0.569
O  0.18900  4.25782  -1.16369  -0.392
H  -0.24284  4.08372  0.80130  0.032
H  -1.57618  4.54622  -0.14234  0.363
H  -2.07311  2.21370  -0.68503  0.228
H  -0.58472  1.67145  0.15334  -0.871
C  -4.85919  -4.59898  -0.76226  -0.379
C  -3.83088  -3.38821  -0.54478  0.280
O  -4.60159  -2.46773  0.15506  0.483
C  -5.71008  -3.02550  0.61218  0.185
O  -6.46362  -2.55700  1.40933  -0.543
O  -5.94465  -4.25994  0.04236  -0.446
H  -4.38485  -5.50139  -0.39938  0.357
H  -5.13264  -4.72412  -1.81161  0.265
H  -3.37969  -2.99845  -1.43150  -0.465
H  -3.01982  -3.70453  0.06038  0.020
C  -2.20898  -0.72614  -4.86147  0.104
C  -2.43403  0.49928  -3.98778  0.419
O  -3.72040  0.10962  -3.33408  -0.268
C  -3.93053  -1.23228  -3.50302  0.763
O  -4.88678  -1.85472  -3.05471  -0.606
O  -2.97567  -1.82505  -4.26727  -0.358
H  -1.15759  -1.06854  -4.78701  -0.201
H  -2.48220  -0.68604  -5.94004  0.297
H  -2.61145  1.39495  -4.62960  0.342
H  -1.72587  0.68714  -3.22151  -0.400
C  1.43804  -0.94671  -0.47239  0.918
C  0.98257  -1.77687  0.66291  0.738
O  -0.30425  -2.20384  0.20941  -0.119
C  -0.68876  -1.46626  -0.78736  -0.432
O  -1.85832  -1.37469  -1.19523  0.213
O  0.29025  -0.77276  -1.32556  0.263
H  2.22846  -1.39561  -1.03103  0.108
H  1.72178  0.09512  -0.24877  -1.277
H  0.87169  -1.13341  1.58469  -0.046
H  1.49605  -2.61789  1.06018  -0.471

Cartesian forces (eV/Å) of the 6 atoms listed first:
C 1.7 -1.0 -1.9
C -0.8 0.6 0.1
O 0.2 -0.6 0.5
C -0.5 -0.1 -0.6
O 0.0 0.5 -0.2
O 0.3 1.0 0.9

Output
multiplicity	1
charge	0

Orbital gap, record by record: 5.37, 10.74 eV
DFT total energy, record by record: -5845.33823, -5479.13767 Ha